Density functional theory data (ωB97M-V/def2-TZVPD) for a 11-piece molecular cluster, C14H5Br2Cl40O2 overall in a non-equilibrium geometry.

- LUMO level: 1.459 eV
- Total charge: -1
- Spin multiplicity: 1

Geometry as XYZ:
```
63
Properties=species:S:1:pos:R:3:forces:R:3:mulliken_charge:R:1
Cl 6.863165 -4.267071 2.023708 0.1 -0.1 0.0 -0.0863
C 6.572083 -3.302875 3.478262 0.0 0.0 0.0 0.2640
Cl 6.674826 -1.407699 -3.340002 0.0 0.0 0.0 -0.0435
Cl -1.766066 1.867954 -2.922706 0.0 1.2 -0.1 0.2697
C 8.077143 -2.325217 -2.793438 0.0 0.0 0.0 0.2630
Cl 3.232921 1.586167 -5.131239 0.0 0.0 0.0 -0.1329
H -4.970138 -1.729190 -0.436929 -0.1 0.2 -0.1 0.2962
C -3.119416 -1.651840 0.657440 -0.2 0.2 0.0 -0.0272
Br -1.081562 -0.062210 1.800536 -0.1 0.2 0.5 -0.1898
Cl 3.263194 3.514727 6.231318 0.0 0.3 0.2 -0.0056
Cl -0.675725 -1.403109 -4.439737 -1.0 -1.0 0.0 0.0654
Cl -1.547231 -3.536716 -6.182462 0.0 0.0 0.0 -0.1332
C -3.922316 -1.963976 -0.586829 -0.1 -0.4 0.2 -0.9444
Cl 2.415449 -0.907020 -6.331322 0.0 -0.1 0.0 -0.0981
C 2.339822 -0.428319 5.693653 0.0 0.0 -0.1 0.3272
Cl 0.429584 1.060215 -5.612850 0.3 0.6 -0.4 -0.0324
Cl 8.356365 -3.678195 -3.895046 0.0 0.0 0.0 -0.1059
Cl -5.635162 0.882921 -1.780031 0.1 0.1 0.0 0.0622
Cl 2.943406 -3.305865 0.812028 0.0 0.0 0.1 -0.1221
H -2.200090 -2.218771 0.678284 0.1 -0.1 -0.1 0.3865
Cl 1.931826 0.146416 7.314296 0.0 0.0 0.0 -0.1173
Cl 4.140234 4.800526 8.658731 0.0 0.0 0.0 -0.1142
Cl -0.264574 4.317593 -3.182736 0.1 0.1 0.0 -0.1576
Cl 3.286030 0.819405 4.853518 0.0 -0.2 -0.1 -0.1016
C 2.810630 -1.705207 0.074484 -0.1 0.2 -0.1 0.0889
H -3.860472 -3.032259 -0.782358 0.0 -0.1 0.0 0.3936
C -6.842756 0.024019 -2.707609 0.1 0.0 0.0 0.2867
C -2.830863 -0.174106 0.898346 0.6 -0.2 0.0 0.0402
Cl -6.073848 5.435863 1.486942 0.0 0.0 0.0 -0.1151
H -3.519464 0.291212 1.585016 -0.2 0.1 0.0 0.5338
C 1.969676 0.343570 -5.159353 -0.1 0.1 0.0 0.1927
Cl -5.664991 3.269037 3.341447 0.0 0.0 0.0 -0.1028
C -2.683972 0.710150 -0.371214 -0.7 0.6 0.7 0.2340
Cl -8.340709 4.054299 2.600379 0.0 0.0 0.0 -0.1314
C -6.671417 3.860730 2.017860 0.0 0.0 0.0 0.2776
Cl -3.115304 4.404356 -2.765953 -0.1 0.1 0.0 -0.1228
Cl 7.810125 -2.945538 -1.163818 -0.1 0.1 0.0 -0.0198
O -1.877280 0.316724 -1.234247 0.0 -1.2 0.5 -0.6693
Cl -2.058216 3.497314 -5.287550 -0.1 0.2 -0.4 -0.1683
C -1.795039 -2.750499 -4.612038 0.0 0.2 0.0 0.1017
Cl 1.806391 -0.353891 -3.557578 0.7 0.3 0.2 0.0592
Cl -8.202645 1.088192 -3.106644 0.0 0.0 0.0 -0.1372
Cl -7.442256 -1.367546 -1.792452 -0.1 0.0 0.0 -0.1425
Cl 3.322882 -1.889048 5.812198 -0.1 -0.1 0.1 -0.0590
H -3.514504 -1.436438 -1.440996 0.0 0.2 -0.1 0.0715
Cl 3.304763 -0.444834 1.229566 -0.1 -0.1 0.0 -0.0882
Cl 4.727163 5.997563 6.102093 0.0 0.0 0.0 -0.1093
Cl -1.505783 -3.925206 -3.325471 0.0 -0.1 0.1 -0.1014
C -1.803163 3.503615 -3.527873 0.1 -0.3 -0.3 0.2254
Cl 0.878726 -0.753492 4.779886 0.0 0.0 0.0 -0.0340
O -3.406420 1.736580 -0.319559 0.4 -0.6 -0.5 -0.6956
Cl 5.371167 -2.079129 3.115586 0.2 0.0 0.0 0.0648
Cl 2.020944 5.974852 7.095984 0.0 0.0 0.0 -0.1047
Cl 3.876413 -1.625253 -1.334607 0.2 -0.1 0.1 -0.0299
C 3.535024 5.069373 7.018715 0.0 0.0 0.0 0.2826
Cl 8.080896 -2.540073 3.993953 0.0 0.0 0.0 -0.1145
Cl -6.087732 -0.552925 -4.204555 -0.3 0.1 -0.1 -0.1282
Cl -3.450456 -2.152549 -4.504472 0.1 -0.1 0.0 0.0028
Cl 1.155810 -1.390047 -0.401692 0.0 -0.1 -0.2 0.1203
Cl 9.497064 -1.272194 -2.791135 0.0 0.0 0.0 -0.1083
Br -4.116079 -2.354648 2.215972 0.1 -0.1 0.1 -0.2170
Cl -6.630429 2.722234 0.689382 0.0 0.0 0.0 0.0208
Cl 5.982356 -4.362649 4.766924 0.0 0.0 0.0 -0.1192
```
Positions in Å, forces in eV/Å.

Density functional theory data (ωB97M-V/def2-TZVPD) for C14H7ClNO8SbSe4Zn as an isolated structure.

- LUMO level: 3.190 eV
- Total charge: -2
- Relative energy (zero: lowest compared OMol25 entry of this formula, charge and spin): 0.028 eV
- Spin multiplicity: 1

Geometry as XYZ:
```
37
Properties=species:S:1:pos:R:3:forces:R:3:mulliken_charge:R:1
Sb -1.334467 2.023050 -2.450356 0.0 -0.2 -0.1 1.2352
O -0.215349 -2.820614 6.104958 0.0 0.0 0.0 -0.7363
H -3.972815 4.681085 1.447855 0.0 0.0 0.0 0.4096
C -1.433524 2.591757 0.604628 -0.1 -0.1 -0.1 0.1778
C -0.884669 -1.731664 3.597126 0.0 0.0 0.1 -0.8618
O 3.054871 -2.559991 0.666728 0.0 0.1 0.0 -0.7227
Cl -2.629350 5.610039 3.775265 0.0 0.0 0.0 -0.2608
H -3.332764 3.024979 -0.282657 0.0 0.0 0.0 0.2915
Zn 0.211878 0.101749 -0.216636 0.4 -0.8 0.3 1.0179
Se -3.556076 1.496674 -3.066216 -0.1 0.0 -0.1 -0.6426
C 0.810147 2.389590 1.741811 -0.1 0.1 -0.1 -0.5403
C -2.152483 4.453020 2.555188 0.0 0.0 0.0 0.1396
O 1.362560 1.640042 0.960002 -0.1 -0.2 0.0 -0.4180
C 0.227843 -2.541713 3.813323 0.1 0.1 -0.1 0.4488
O 1.903129 -0.954322 -0.384031 -0.3 0.3 0.0 -0.5117
H -1.638219 -1.655077 4.368833 0.0 0.0 0.0 0.4408
C -0.993388 -1.029058 2.417602 0.0 0.0 0.0 -0.1085
C 1.192012 -2.596404 2.812531 0.0 -0.1 0.0 -0.6307
O -0.086783 -0.628943 -3.048526 -0.1 -0.2 0.2 -0.1323
O -1.133443 1.669000 -0.310396 0.0 0.1 0.2 -0.4009
C 1.041154 -1.831191 1.669134 0.0 0.0 0.0 0.4920
H -0.248740 4.064059 3.438458 0.0 0.0 0.0 0.3445
Se 0.988160 0.826328 -3.177467 0.1 0.3 -0.4 0.1322
N -0.043297 -1.069451 1.477188 -0.1 0.3 -0.2 -0.1869
O 1.023848 -4.388082 5.043314 0.1 0.1 0.0 -0.7154
C -0.931177 3.834254 2.629637 -0.1 0.0 0.0 -0.8822
C -3.020230 4.171340 1.503318 0.0 0.0 0.0 -0.6755
C 2.107478 -1.796004 0.563403 0.0 -0.2 0.1 0.4471
C 0.371269 -3.331918 5.128490 -0.1 -0.2 0.1 0.3607
Se -0.640023 4.296942 -2.391100 0.1 0.2 0.1 -0.6404
O -0.870520 -0.260985 -1.913041 0.2 0.3 0.1 -0.6529
C -2.666793 3.254822 0.539900 0.0 0.0 0.0 -0.1312
H 1.381244 2.762674 2.610292 0.0 0.0 0.0 0.2639
H -1.853874 -0.405648 2.199462 0.0 0.0 0.0 0.5538
Se 1.455964 1.159147 -5.324363 0.0 0.0 0.1 -0.4831
H 2.058936 -3.231322 2.919622 0.0 0.0 0.0 0.5550
C -0.554647 2.907545 1.649277 0.2 0.0 0.1 1.0239
```
Positions in Å, forces in eV/Å.

Density functional theory data (ωB97M-V/def2-TZVPD) for C14H8Cl2F8N2O4RhS2 as an isolated structure.

- LUMO level (alpha / beta): -4.474 / -7.762 eV
- Total charge: +1
- Relative energy (zero: lowest compared OMol25 entry of this formula, charge and spin): 1.251 eV
- Spin multiplicity: 5

Geometry as XYZ:
```
41
Properties=species:S:1:pos:R:3:forces:R:3:mulliken_charge:R:1
F -1.272098 0.162518 5.219130 -0.1 0.0 0.0 -0.2001
N -1.962140 2.806040 2.509036 -0.1 0.0 -0.1 -0.5464
H 0.022952 2.911677 -1.314864 0.0 0.0 0.0 0.4530
C 1.412359 -2.368793 -3.057730 0.1 -0.6 -0.1 0.2158
F 1.162757 3.830811 0.504494 -0.1 0.0 -0.1 -0.2035
F -1.647808 2.275641 5.512493 -0.1 0.0 -0.1 -0.1994
C 0.436602 2.254125 -2.062206 0.0 -0.1 0.0 -0.1117
Cl -2.037727 -4.611911 1.798190 0.0 0.0 0.0 -0.1448
N 0.513013 0.975518 -1.767096 -0.3 0.1 0.5 0.0951
O -1.215022 0.424649 2.297875 0.3 -0.3 -0.1 -0.5448
C 0.217407 -1.588283 -1.050701 0.1 -0.2 0.4 -0.6618
C 0.843392 2.767098 -3.301920 0.1 -0.1 -0.2 -1.0264
C 0.967371 0.093430 -2.687374 0.1 -0.3 -0.2 1.4522
C 1.339101 1.892677 -4.248789 -0.1 0.2 0.1 -0.4730
F 2.056769 -2.134722 -4.192036 0.0 0.1 0.0 -0.2623
C 1.398363 0.542504 -3.948428 0.1 0.0 -0.1 -0.6308
O -1.479819 1.925777 0.182438 0.3 0.0 -0.2 -0.7528
O -3.410128 0.876783 3.299989 -0.2 0.2 0.1 -0.5453
C 1.278063 -3.671901 -2.685381 0.2 0.0 -0.3 -0.6700
H -0.512438 -3.204398 0.163773 0.0 0.0 0.1 0.0373
Cl -0.567963 -2.162886 2.528839 0.0 -0.6 0.4 0.0072
O -1.605245 4.328003 0.567251 -0.1 0.2 0.1 -0.6271
H 0.760612 3.827812 -3.491344 0.0 0.0 0.0 0.4599
S -1.320004 3.052051 1.111045 0.5 0.0 0.2 1.2864
H 1.666661 2.248817 -5.215411 0.0 0.0 0.0 0.4661
H 1.665139 -4.466566 -3.307731 0.0 0.0 0.1 0.5312
C 0.553303 3.110387 1.439686 -0.2 -0.1 -0.1 0.7077
Rh -0.302524 -0.020241 0.279888 -0.6 0.4 -0.2 0.4405
F 1.108577 1.860720 1.385617 -0.1 0.0 0.0 -0.2167
C -0.723605 -3.937470 2.760660 0.0 0.1 0.0 -0.3385
F 0.810109 3.621999 2.618609 0.0 0.0 0.0 -0.2114
H 0.206618 -4.418999 2.481032 0.0 0.1 0.0 0.3216
C 0.596908 -3.924464 -1.495637 -0.2 0.2 -0.1 0.2349
F 0.450643 -5.159509 -1.104155 0.0 -0.2 0.0 -0.2196
H 1.760593 -0.144153 -4.693839 0.0 0.0 0.1 0.5277
C 0.896113 -1.289609 -2.283945 0.0 0.6 0.0 -0.0125
C 0.053495 -2.906525 -0.703088 -0.1 0.3 0.0 0.7079
H -0.950651 -4.099476 3.807424 0.0 0.1 0.0 0.3498
C -1.180205 1.371223 4.679735 0.1 0.0 -0.3 0.6335
F 0.102266 1.623685 4.413153 0.0 0.1 0.1 -0.2299
S -2.091808 1.325960 3.051320 0.4 -0.2 0.2 0.9012
```
Positions in Å, forces in eV/Å.

Density functional theory data (ωB97M-V/def2-TZVPD) for C14H8ClF6FeNO20PS2 as an isolated structure in a non-equilibrium geometry.

- LUMO level (alpha / beta): 2.888 / 1.037 eV
- Total charge: -2
- Spin multiplicity: 6

Geometry as XYZ:
```
54
Properties=species:S:1:pos:R:3:forces:R:3:mulliken_charge:R:1
C -7.047745 7.442042 20.075334 -0.1 5.8 1.2 0.6698
F -4.358489 11.789233 19.581294 -0.5 -0.5 -1.9 -0.2524
H -10.209889 12.942240 23.007220 1.1 -1.5 -0.7 0.6877
O -6.890002 7.955690 24.068055 1.1 0.5 0.1 -0.7271
P -10.372953 10.417745 21.785899 -1.6 -2.3 5.0 -0.2172
C -6.260753 8.725853 19.997205 1.2 -1.8 -1.2 0.5146
C -8.299673 13.440878 24.518756 1.7 -1.5 -1.6 0.1451
C -4.336820 7.386185 19.055903 0.8 -1.9 -0.8 0.4342
O -10.430437 13.754342 23.469219 0.5 3.7 3.1 -0.5751
C -5.028538 6.067276 19.165516 -2.3 5.0 1.9 0.4727
O -6.277368 10.117761 23.255660 0.4 -0.2 -0.9 -0.7410
C -4.937215 8.567428 19.372558 -0.3 -0.1 0.0 -0.9803
O -8.534090 12.412156 19.253876 0.4 1.2 0.4 -0.6770
H -2.749051 6.411312 18.355085 -0.6 -0.5 0.2 0.3164
Fe -8.031215 11.123046 21.998327 3.0 -1.0 3.0 2.0676
H -4.449630 9.500590 19.132012 0.2 0.0 0.2 0.4022
H -10.558421 16.024120 24.887756 0.0 0.1 -0.3 0.4417
F -2.946157 12.562874 20.867845 2.5 1.2 1.0 -0.2316
F -4.186597 10.881060 21.518029 0.6 1.0 -0.2 -0.1849
O -8.029816 12.500899 23.770580 -0.7 1.3 1.6 -0.1538
F -7.944799 15.960206 19.643284 0.1 0.4 -0.1 -0.2301
N -6.911780 12.486379 21.220901 0.7 3.6 -3.9 -0.0329
H -7.087297 5.390762 19.828242 0.1 -0.3 0.0 0.4220
F -8.011662 15.165084 21.694762 -0.6 -0.1 -1.7 -0.1696
O -5.253247 14.528663 20.899892 -1.0 -1.7 -0.4 -0.6164
C -8.336838 14.954520 20.380893 -0.1 -1.6 1.0 0.6973
O -6.405198 13.576690 18.727706 -2.1 0.0 1.9 -0.5621
O -3.017506 7.313113 18.545626 -1.6 1.3 0.7 -0.6044
C -8.649953 16.003454 25.927577 -0.3 -1.4 -1.1 0.6775
O -9.123978 9.821564 21.152344 -0.4 -4.7 -8.7 -0.6987
O -9.354936 10.139102 22.924052 6.9 -3.4 8.9 -0.2349
O -6.469037 15.561418 26.937501 -0.9 -1.3 -1.3 -0.6027
O -6.665191 9.840749 20.284052 -0.6 0.4 0.4 -0.1827
S -7.465523 13.278831 19.710149 0.2 -2.0 -0.7 0.8280
O -7.106208 9.882577 25.368963 -0.2 0.2 1.6 -0.6921
C -9.636826 15.466310 24.964655 -0.3 0.4 0.8 -0.8403
O -9.735396 11.776534 22.060841 -4.8 8.6 -3.6 -0.3277
F -9.685512 14.812956 20.275218 1.5 0.2 0.2 -0.2355
O -8.764187 17.041049 26.567441 0.4 -0.6 -0.3 -0.6717
C -4.108060 12.050243 20.835150 -3.9 -1.1 0.9 0.6506
Cl -6.270492 9.231815 24.424058 -2.6 0.2 -1.6 1.8235
H -6.760782 16.418471 27.256803 -0.4 0.3 0.0 0.3201
C -6.467825 6.268354 19.716525 2.9 -4.1 -1.7 -0.8288
H -6.455392 13.305196 25.689390 0.0 -0.2 -0.4 0.4898
O -8.279575 7.532158 20.482614 0.8 -3.2 -0.9 -0.4558
C -9.496117 14.266527 24.362199 -2.7 -1.1 -2.6 0.5030
C -7.453243 15.070800 26.059759 1.1 2.0 1.9 0.3596
H -8.540774 8.444345 20.628504 -0.8 2.5 0.8 0.6559
O -11.326457 9.648781 22.724549 -4.1 0.9 -3.9 -0.6356
O -5.212053 13.249994 22.922756 -0.6 -0.8 -1.0 -0.6613
O -4.454606 5.032711 18.989801 0.8 -2.9 -0.7 -0.6773
C -7.324564 13.898821 25.447424 1.1 0.5 1.6 -0.7328
O -4.936613 9.091592 24.882616 0.9 -0.5 0.3 -0.6819
S -5.512395 13.211924 21.496871 3.4 1.4 3.5 0.5360
```
Positions in Å, forces in eV/Å.

The following energy values (in eV) correspond, in order, to the records above: -659675.5251; -361368.0209; -97269.6233; -151245.6410.